# 1
Computed, not measured: a cluster of 2 separate species, C3H9S in total, with the ωB97M-V functional and the def2-TZVPD basis.

```
13
Properties=species:S:1:pos:R:3:forces:R:3:lowdin_charge:R:1
C 0.76778 0.61532 -1.20965 0.10 0.09 -0.54 -0.18
C -0.56794 -0.00220 -1.61149 -0.07 -0.24 0.14 -0.18
H 1.49143 -0.16345 -0.97873 0.00 0.01 0.31 0.06
H 1.21207 1.20152 -2.02754 -0.17 -0.06 0.13 0.05
H 0.64156 1.26876 -0.34932 0.13 -0.04 0.07 0.06
H -0.43736 -0.90079 -2.22682 0.00 0.25 -0.05 0.06
H -1.20055 0.70625 -2.15081 0.01 -0.04 0.00 0.05
H -1.10499 -0.32176 -0.71602 -0.01 0.03 -0.05 0.05
C -0.14364 -0.45124 2.14330 0.02 -0.07 -0.12 -0.82
S -0.42069 -0.91445 3.88236 0.04 -0.02 0.05 -0.08
H 0.73694 0.17892 2.00216 0.12 0.13 0.13 -0.03
H -0.99543 0.10820 1.74333 -0.04 -0.03 -0.08 -0.03
H 0.02082 -1.32507 1.49923 -0.14 -0.01 0.03 -0.02
```
Positions in Å, forces in eV/Å.

Properties
LUMO energy = 3.62 eV
Frontier orbital gap = 5.62 eV
Total charge = -1
Energy above the lowest of the compared OMol25 structures with the same formula, charge and spin = 0.553 eV
Molecular weight = 77.2 u

---

# 2
Computed, not measured: an isolated molecule of C2H6N4OS in a non-equilibrium geometry, with the ωB97M-V functional and the def2-TZVPD basis.

```
14
Properties=species:S:1:pos:R:3:forces:R:3:lowdin_charge:R:1
C -0.07312 0.33927 -0.25722 0.03 0.00 0.02 -0.38
C -0.00577 1.78468 -0.67691 0.20 0.02 0.02 -0.73
H 1.79942 -0.40811 1.24617 0.04 0.77 1.08 0.06
H 1.24195 -1.87456 0.80462 0.29 0.53 -0.12 0.06
H 1.71403 0.05865 -1.18831 -0.56 -0.17 0.37 0.12
H -0.65837 -2.01307 -0.18432 -0.44 0.61 0.69 0.10
H -2.08886 -1.78103 0.71271 0.53 0.23 -0.09 0.09
H -2.08044 1.91085 0.31689 -0.13 -0.20 0.10 -0.14
N 1.75554 -1.04364 0.49206 -0.41 -1.15 -1.07 0.02
N 1.04170 -0.43782 -0.59504 0.31 0.00 -0.11 -0.05
N -1.12478 -0.11508 0.32114 0.44 -0.02 -0.31 -0.01
N -1.12723 -1.46360 0.57228 -0.14 -0.72 -0.55 0.00
O 0.97489 2.19699 -1.25543 -0.37 -0.10 0.14 0.00
S -1.36894 2.84647 -0.30864 0.22 0.20 -0.17 0.85
```
Positions in Å, forces in eV/Å.

Properties
LUMO energy = 0.15 eV
SMILES = N/N=C(\NN)C(=O)S
Frontier orbital gap = 9.29 eV
Energy above the lowest of the compared OMol25 structures with the same formula, charge and spin = 2.579 eV
Molecular weight = 134.2 u

---

# 3
Computed, not measured: a cluster of 2 separate species, Cl2H2S2Si in total in a non-equilibrium geometry, with the ωB97M-V functional and the def2-TZVPD basis.

```
7
Properties=species:S:1:pos:R:3:forces:R:3:lowdin_charge:R:1
Si 0.98677 0.74780 -0.22273 0.87 0.01 0.09 -0.58
S 2.89363 0.38299 0.25059 -1.94 0.28 -0.55 0.14
S -0.54294 0.82288 1.27316 -0.94 1.15 -0.94 0.34
Cl 0.16548 1.11743 -2.08991 0.40 -0.14 0.86 0.22
Cl -1.05550 -2.73318 -0.46549 0.13 0.44 0.57 0.26
H -0.89038 -1.99063 0.59499 -0.14 -0.40 -0.56 -0.28
H -1.55706 1.65270 0.65939 1.61 -1.34 0.54 -0.10
```
Positions in Å, forces in eV/Å.

Properties
LUMO energy = -0.58 eV
SMILES = S=[Si](S)Cl.Cl
Frontier orbital gap = 9.11 eV
Energy above the lowest of the compared OMol25 structures with the same formula, charge and spin = 0.205 eV
Molecular weight = 165.1 u

---

# 4
Computed, not measured: a structure of composition C26H46FIN2O14 in a non-equilibrium geometry, with the ωB97M-V functional and the def2-TZVPD basis.

```
90
Properties=species:S:1:pos:R:3:forces:R:3:lowdin_charge:R:1
C 2.61923 0.15239 0.54057 0.97 -0.18 0.54 -0.13
C 1.91698 0.83840 1.84503 0.51 0.37 -1.73 -0.19
C 0.50524 1.50818 1.33517 1.47 -1.09 2.10 -0.18
N 0.03068 0.67033 0.19429 -1.35 2.04 -0.17 0.01
C -0.89476 1.37695 -0.71437 -2.99 -0.15 -1.83 -0.39
C -2.47232 1.53061 -0.30381 0.03 -0.67 1.38 -0.52
I -3.04056 3.67758 -0.42100 -0.61 -0.74 0.06 0.95
C -2.80506 1.10216 1.21046 0.30 1.27 0.38 -0.34
C -4.39317 1.17593 1.46870 0.36 -0.45 -0.64 -0.15
O -0.56232 2.75420 -1.10045 4.27 -1.53 0.52 -0.18
C 0.70619 2.59387 -1.80281 0.68 -0.09 0.31 -0.34
O 1.74594 3.26566 -1.67482 -4.74 -2.86 -0.94 0.13
O 0.46118 1.44929 -2.61384 1.57 1.97 1.63 -0.01
C -0.77706 0.74061 -2.19352 1.36 0.14 -1.28 -0.25
C -0.34216 -0.78587 -2.39407 -0.21 -0.60 -0.61 -0.08
C -1.54574 -1.80256 -2.72343 0.75 -0.65 0.84 -0.09
C -2.85811 -1.60409 -1.84134 -3.26 0.11 -1.69 -0.40
N -2.90816 -1.68876 -0.37795 0.73 -1.22 -2.31 0.13
O -3.95145 -1.39060 -2.44981 3.59 -0.26 2.08 -0.01
C -1.80922 1.27251 -3.34172 -0.09 1.37 0.53 0.02
C -0.92630 1.58417 -4.65301 0.44 -3.79 -1.17 -0.29
O -0.58917 0.61321 -5.35637 -0.93 4.70 2.15 0.10
F -0.54293 2.92384 -4.92240 -0.97 -2.89 0.65 0.05
H 3.73892 -0.06492 0.74688 -1.80 0.36 -0.09 0.07
H 2.60890 0.86875 -0.36546 -0.24 -1.25 1.45 0.07
H 2.15733 -0.86906 0.28207 0.56 1.71 0.20 0.06
H 2.64950 1.68138 2.14980 -1.43 -1.41 -0.04 0.10
H 1.75337 0.07606 2.68408 0.32 1.17 -1.20 0.10
H -0.20266 1.43111 2.24839 0.93 0.61 -1.59 0.11
H 0.76002 2.58598 1.07199 -0.83 -1.54 -0.01 0.13
H -0.41060 -0.20714 0.53469 0.32 1.00 -0.43 0.13
H -3.19100 0.96758 -0.98864 1.19 0.86 0.70 0.07
H -2.32745 0.09834 1.48906 -0.97 1.30 -0.63 0.09
H -2.29306 1.89302 1.88432 -0.82 -1.36 -1.01 0.09
H -4.70631 2.19766 1.87062 0.48 -1.51 -0.59 0.06
H -4.89507 1.02306 0.43640 0.49 0.17 1.80 0.08
H -4.72756 0.35156 2.18794 0.41 1.21 -1.01 0.08
H 0.26598 -1.23864 -1.54273 -0.80 1.20 -0.88 0.11
H 0.35296 -0.80338 -3.31959 -1.19 0.13 1.54 0.14
H -1.75088 -1.82052 -3.85527 -0.31 0.31 2.00 0.14
H -1.14820 -2.86414 -2.47762 -0.61 1.64 -0.34 0.13
H -3.88981 -1.86514 -0.10336 0.73 0.32 -0.33 0.11
H -2.33079 -2.49193 -0.07623 -0.28 0.75 0.01 0.10
H -2.66825 0.53919 -3.53879 1.48 1.04 -0.08 0.13
H -2.25992 2.27384 -3.01650 0.59 -1.46 -0.21 0.10
C 4.15363 6.93673 5.02429 -0.11 0.16 -0.28 -0.07
C 4.69808 5.52125 4.97569 0.18 0.43 0.42 -0.22
O 4.05662 4.75222 3.95127 0.14 -0.18 -0.40 0.03
C 4.45074 5.01786 2.69367 -0.22 0.06 0.03 -0.59
O 5.28533 5.82476 2.36422 -0.26 -0.37 0.15 0.12
O 3.73230 4.24453 1.86140 0.29 0.18 0.47 -0.01
C 3.97524 4.50340 0.47798 0.02 -0.07 -0.61 -0.04
H 3.06565 6.92585 5.13194 0.10 -0.07 0.14 0.08
H 4.58844 7.48917 5.85981 -0.03 -0.08 -0.01 0.08
H 4.37525 7.47964 4.10285 0.11 -0.09 0.10 0.07
H 4.48319 5.02036 5.92294 -0.11 -0.18 -0.28 0.12
H 5.78380 5.50883 4.84348 -0.15 0.02 -0.20 0.12
H 5.03912 4.43589 0.24148 -0.10 0.16 0.14 0.10
H 3.58236 5.48679 0.20989 0.17 -0.06 0.03 0.11
H 3.44486 3.74897 -0.10356 -0.04 0.05 0.32 0.07
C 7.24193 -2.60045 4.90352 0.23 -0.05 -0.25 -0.07
C 5.75446 -2.65296 4.60866 0.26 -0.13 0.59 -0.22
O 5.47490 -2.23319 3.26744 -0.16 -0.25 -0.44 0.03
C 5.76393 -3.12753 2.30742 0.15 0.22 0.10 -0.59
O 6.22107 -4.23166 2.47592 -0.27 0.37 -0.08 0.12
O 5.47982 -2.56682 1.11869 -0.03 -0.15 0.45 -0.01
C 5.84311 -3.37358 0.00000 0.07 -0.18 -0.45 -0.05
H 7.64106 -1.60587 4.68715 -0.12 -0.01 0.14 0.08
H 7.43674 -2.84211 5.95037 -0.06 0.05 -0.05 0.08
H 7.79578 -3.30632 4.28066 -0.14 -0.03 0.10 0.07
H 5.23196 -1.95648 5.26909 -0.07 0.05 -0.35 0.12
H 5.33901 -3.64746 4.79527 0.11 0.05 -0.22 0.12
H 5.40347 -4.37066 0.06924 0.16 0.08 0.11 0.10
H 6.93119 -3.43642 -0.07473 -0.12 -0.15 0.06 0.10
H 5.46126 -2.88985 -0.90018 -0.03 0.16 0.28 0.09
C -6.50620 -2.16569 -4.02989 0.06 -0.15 -0.25 -0.08
C -7.64106 -2.53410 -3.09326 0.47 0.54 0.05 -0.21
O -8.43286 -3.60286 -3.62853 -0.06 -0.61 0.14 0.03
C -7.88464 -4.82616 -3.55084 -0.04 0.29 -0.21 -0.59
O -6.80997 -5.09735 -3.07196 -0.43 0.02 -0.08 0.12
O -8.73227 -5.69849 -4.12517 0.21 0.31 0.26 0.00
C -8.22202 -7.02755 -4.20697 0.06 -0.45 -0.08 -0.05
H -6.89088 -1.93851 -5.02819 -0.10 0.08 0.13 0.08
H -5.96101 -1.29959 -3.65324 -0.09 -0.11 -0.02 0.06
H -5.80010 -2.99100 -4.14324 -0.03 0.10 0.17 0.07
H -8.30877 -1.67610 -2.98241 -0.18 -0.31 -0.10 0.12
H -7.27543 -2.78915 -2.09433 0.00 -0.17 -0.18 0.12
H -7.90096 -7.39115 -3.22874 0.09 0.14 -0.13 0.10
H -7.39675 -7.06510 -4.92191 0.02 -0.01 0.20 0.10
H -9.02373 -7.67281 -4.56875 -0.05 0.31 0.02 0.09
```
Positions in Å, forces in eV/Å.

Properties
LUMO energy = 0.02 eV
Frontier orbital gap = 9.20 eV
Molecular weight = 756.6 u

---

# 5
Computed, not measured: a structure of composition C27H31F5N3O5OsSSe2Te in a non-equilibrium geometry, with the ωB97M-V functional and the def2-TZVPD basis.

```
76
Properties=species:S:1:pos:R:3:forces:R:3:lowdin_spin:R:1
Os -0.06363 -0.90414 0.26954 -0.58 -1.30 1.71 2.16
C -1.16250 4.12138 -1.20158 1.47 -0.35 -1.77 0.00
C -1.72051 4.63282 0.09258 0.48 1.64 0.94 0.00
C -0.70243 5.66136 0.73199 -1.82 0.49 -1.45 0.00
C -2.98822 5.45156 -0.24305 -2.19 -1.22 -0.42 0.00
C -1.83923 3.51539 1.13672 -0.36 -0.25 -0.32 0.01
C -2.56862 3.72762 2.28778 -1.59 -1.50 1.75 -0.01
C -2.82844 2.71492 3.24877 1.12 1.50 -0.30 0.01
C -2.24809 1.48068 3.03101 -1.26 -1.02 0.33 0.00
S -2.64107 -0.02607 4.00534 1.01 1.16 -1.38 0.02
C -1.70170 -0.88702 2.85385 1.12 0.58 -1.73 0.05
N -1.27180 -0.16802 1.79185 0.67 0.26 0.77 0.03
C -1.51146 1.16834 1.87851 -0.83 3.07 0.23 0.01
C -1.17785 2.30270 0.99894 -1.03 -1.33 2.05 0.00
C -1.08775 -2.18228 2.86029 0.21 -1.61 -1.13 0.01
C -1.22047 -3.20301 3.81444 0.60 -0.21 -0.67 0.00
C -0.43253 -4.33667 3.62721 0.60 -0.19 -0.56 0.01
C 0.48761 -4.45892 2.52408 -1.31 -0.22 1.24 0.01
C 0.59540 -3.45597 1.59292 0.16 -0.91 0.07 0.03
C -0.27186 -2.39074 1.69430 0.06 0.38 1.11 0.05
H -0.89770 4.95303 -1.91203 -0.29 -0.58 0.78 0.00
H -1.79697 3.46167 -1.80712 -0.32 0.34 0.52 0.00
H -0.24107 3.51097 -1.08753 -0.24 0.62 0.08 0.00
H -0.46808 6.37008 -0.08823 0.38 -0.34 0.64 0.00
H 0.08115 5.04884 1.04584 1.93 -0.35 0.54 0.00
H -1.11198 6.23807 1.57656 -0.03 -0.39 -0.23 0.00
H -2.80261 6.40849 -0.77834 0.37 -0.49 0.73 0.00
H -3.70840 5.60781 0.62195 1.07 0.08 -0.85 0.00
H -3.57947 4.87312 -1.01577 0.47 0.44 0.84 0.00
H -3.06908 4.65020 2.46449 -0.11 0.75 -0.01 0.00
H -3.28439 2.95634 4.21599 -0.16 -0.10 -0.61 0.00
H -0.34782 2.30782 0.36542 0.58 -0.82 -1.29 0.00
H -1.94436 -3.13113 4.61954 0.24 0.01 0.14 0.00
H -0.47833 -5.14627 4.35234 -0.09 0.06 -0.18 0.00
H 1.00690 -5.38801 2.35670 0.36 -0.16 0.38 0.00
H 1.37320 -3.47876 0.79929 -0.90 -0.23 0.50 0.01
O 5.81972 1.20646 0.17382 1.51 1.17 -0.64 0.00
C 6.13412 -0.16384 0.20510 -0.13 -1.15 0.87 0.01
C 4.81753 -1.08179 0.25506 0.57 1.56 0.90 0.02
C 5.44308 -2.46173 0.25296 0.96 0.20 -1.54 0.00
O 4.60967 -3.52074 0.57213 -2.05 -0.06 -1.03 0.00
C 4.24605 -0.84327 1.64990 -1.80 1.96 1.13 0.15
Se 2.14668 -0.73261 1.85546 1.13 -0.55 0.61 0.16
C 3.80190 -0.76077 -0.87144 -0.16 0.89 -0.49 0.05
Se 2.10163 0.23351 -0.25647 2.16 0.37 -1.47 0.21
H 6.56997 1.74576 -0.25096 -1.73 -1.47 1.03 0.00
H 6.73523 -0.54387 1.10696 -0.74 1.25 -0.71 0.00
H 6.78480 -0.43133 -0.62011 -0.18 -0.17 -0.61 0.00
H 6.24952 -2.41746 1.01498 -0.37 -0.42 -0.52 0.00
H 5.91604 -2.54725 -0.78434 -0.33 -0.41 1.11 0.00
H 3.77137 -3.43298 0.00987 1.44 -0.38 1.00 0.00
H 4.29943 0.24155 1.98291 0.94 -1.54 -0.25 0.00
H 4.41560 -1.60082 2.43300 0.49 0.49 -0.47 0.00
H 3.46222 -1.65402 -1.40498 -0.02 0.13 0.15 0.00
H 4.18227 0.00206 -1.61252 -0.16 -0.94 0.79 0.00
F -1.80048 2.57710 -4.22798 -1.08 -1.08 0.90 0.00
Te -3.61736 1.72151 -3.64880 0.55 3.06 0.89 0.00
F -3.33496 -0.09153 -4.40302 -0.18 0.11 0.07 0.00
F -5.62981 1.83545 -3.65207 1.19 -0.61 -0.07 0.00
F -3.83727 2.16988 -5.40524 -0.73 0.27 -0.93 0.00
F -3.91312 3.80248 -2.89416 0.22 -1.91 -0.83 0.00
O -0.69416 0.37892 -0.75772 -1.04 1.46 -1.80 0.79
C -3.57496 -3.43706 -2.41682 1.40 1.85 -1.50 0.00
N -2.09833 -3.25316 -2.35072 -0.95 0.89 0.37 0.00
C -1.24186 -3.48287 -3.38612 0.25 -1.11 -0.34 0.00
C 0.08962 -3.61407 -3.20350 0.45 -1.09 -0.11 0.00
C 0.69895 -3.23966 -1.91978 -0.14 1.56 0.08 0.01
O 1.84574 -3.47575 -1.45995 -2.25 0.57 -1.02 0.00
N -0.22123 -2.29165 -1.35717 1.36 -1.13 1.33 0.07
C -1.57256 -2.53234 -1.28507 1.09 -0.93 -0.83 0.01
O -2.20884 -2.14559 -0.31204 -0.86 0.14 -0.36 0.08
H -3.85102 -4.43542 -2.62934 -0.09 -1.15 0.12 0.00
H -3.91872 -2.80277 -3.24929 -0.15 -0.15 0.29 0.00
H -3.96463 -3.04115 -1.50837 -0.37 -0.01 0.66 0.00
H -1.61908 -3.67772 -4.39480 -0.39 -0.16 0.63 0.00
H 0.58137 -4.20766 -3.97400 0.44 0.67 0.14 0.00
```
Positions in Å, forces in eV/Å.

Properties
LUMO energy (spin up / spin down) = 1.43 / 0.59 eV
Multiplicity = 5
Frontier orbital gap (spin up / spin down) = 6.12 / 6.44 eV
Total charge = -1
⟨S²⟩ = 6.06
Energy above the lowest of the compared OMol25 structures with the same formula, charge and spin = 3.393 eV
Molecular weight = 1080.4 u

---

# 6
Computed, not measured: a cluster of 3 separate species, C3H9IN2OS in total in a non-equilibrium geometry, with the ωB97M-V functional and the def2-TZVPD basis.

```
17
Properties=species:S:1:pos:R:3:forces:R:3:lowdin_charge:R:1
C 1.23611 2.27003 0.07009 -0.17 2.77 1.04 -0.27
C -1.91280 0.16927 -0.55426 0.15 0.66 -1.78 -0.08
C -2.34474 -1.83088 0.52826 0.99 -0.92 -0.44 -0.05
N 1.17319 1.07601 -0.66299 0.78 -1.04 -0.64 -0.54
N -2.22564 -0.55871 0.43558 -1.04 1.88 1.33 -0.09
O 2.32784 -2.95874 -0.13101 0.46 0.10 1.22 -0.19
S 2.15169 -0.16848 -0.77509 -1.19 1.09 0.07 0.35
I 4.51961 0.21174 -0.33188 0.05 0.25 0.10 0.29
H 1.85239 2.25568 0.96575 0.19 -0.65 0.35 0.06
H 0.22788 2.64008 0.42147 0.75 -0.78 -0.56 0.08
H 1.67621 3.20906 -0.41087 -0.45 -1.41 -0.39 0.10
H -1.88854 -0.16735 -1.59108 0.05 -0.58 -0.01 0.07
H 1.90865 -3.76618 -0.48234 0.47 0.35 1.04 0.05
H -1.79428 1.24004 -0.51543 0.20 0.20 0.75 0.05
H -1.65818 -2.42982 0.00018 0.66 -0.98 -1.02 0.05
H -2.85017 -2.31410 1.30479 -1.01 -0.25 1.18 0.04
H 2.59391 -2.98489 0.84355 -0.89 -0.67 -2.23 0.08
```
Positions in Å, forces in eV/Å.

Properties
LUMO energy (spin up / spin down) = -0.73 / -0.42 eV
Frontier orbital gap (spin up / spin down) = 6.73 / 7.48 eV
Energy above the lowest of the compared OMol25 structures with the same formula, charge and spin = 2.678 eV
Molecular weight = 248.1 u

---

- molecular weight of number 4 (C26H46FIN2O14)?
  756.6 u